A 13-piece molecular cluster, C4H33NO13 overall in a non-equilibrium geometry, computed with ωB97M-V/def2-TZVPD.

Each line ends with the Mulliken spin population.
Atoms and positions in Å:
C1 -0.244 -1.233 0.187  -0.040
N1 -1.158 -0.201 -0.012  0.680
C2 -1.058 1.093 0.752  0.004
C3 -0.219 2.024 -0.143  0.094
C4 -0.214 3.441 0.440  0.028
O1 0.357 -1.423 1.220  0.224
H1 -0.338 -2.018 -0.566  -0.025
H2 -1.568 0.224 -0.864  -0.019
H3 -2.137 1.299 0.822  0.015
H4 -0.751 1.044 1.791  -0.009
H5 0.744 1.640 -0.450  -0.003
H6 -0.761 2.023 -1.101  0.004
H7 0.503 3.647 1.207  -0.001
H8 -1.244 3.671 0.714  -0.001
H9 0.153 4.228 -0.224  0.010
H10 -0.015 1.414 -3.718  0.000
H11 -0.997 2.690 -3.894  0.000
O2 -0.861 1.838 -3.479  0.000
H12 2.114 2.532 3.218  0.000
H13 1.364 1.348 2.519  0.000
O3 1.491 2.293 2.529  0.000
H14 1.628 -3.604 -0.102  0.000
H15 2.303 -3.477 -1.516  0.000
O4 1.454 -3.431 -1.076  0.000
H16 -3.434 0.261 1.788  0.000
H17 -2.651 -1.088 1.497  -0.004
O5 -3.509 -0.670 1.571  0.030
H18 1.247 -1.603 -1.733  0.000
H19 0.443 -0.563 -2.407  -0.001
O6 1.255 -0.629 -1.880  0.014
H20 3.200 -0.277 0.000  0.000
H21 4.180 -0.390 1.151  0.000
O7 3.493 -0.882 0.686  0.002
H22 -2.429 0.113 2.957  -0.001
H23 -1.281 1.105 3.071  -0.001
O8 -1.976 0.676 3.594  0.002
H24 1.821 1.911 -3.477  0.000
H25 2.054 0.452 -3.324  0.000
O9 1.765 1.096 -3.997  0.000
H26 -3.991 0.335 -1.895  0.000
H27 -2.853 0.968 -2.898  0.000
O10 -3.100 0.646 -2.047  -0.001
H28 1.293 -2.937 1.600  0.001
H29 2.776 -3.187 1.881  0.000
O11 1.996 -3.597 1.492  0.000
H30 -0.671 -3.960 -1.288  0.000
H31 -0.456 -3.597 -2.624  0.000
O12 -1.186 -3.972 -2.108  0.001
H32 0.041 -0.439 4.024  0.001
H33 0.611 -0.616 2.622  -0.001
O13 0.819 -0.221 3.494  0.000

⟨S²⟩ ... 0.764
Multiplicity ... 2
Largest force on an atom ... 0.0935 Eh/bohr
Energy above the lowest of the compared OMol25 structures with the same formula, charge and spin ... 44.5 kcal per mole
Total charge ... +1
Kohn-Sham gap (spin up / spin down) ... 0.3782 / 0.1842 Ha
HOMO level (spin up / spin down) ... -14.24 / -14.24 eV
LUMO energy (spin up / spin down) ... -3.951 / -9.231 eV

One molecule with the formula C7H13NO3S2, computed with ωB97M-V/def2-TZVPD.

Each line ends with the natural charge from an NBO analysis.
Atoms and positions in Å:
C1 1.289 -2.630 0.363  -0.616
C2 -0.024 -1.940 0.024  -0.192
C3 -1.015 -2.030 1.176  -0.634
S1 -0.805 -2.768 -1.448  -0.035
C4 0.246 -0.528 -0.476  0.679
O1 1.256 -0.238 -1.095  -0.634
N1 -0.712 0.390 -0.267  -0.609
C5 -0.475 1.749 -0.705  -0.161
C6 -1.275 2.730 0.151  -0.513
S2 -1.107 2.378 1.938  -0.077
C7 1.027 2.048 -0.589  0.828
O2 1.630 2.039 0.455  -0.627
O3 1.529 2.496 -1.731  -0.673
H1 1.689 -2.216 1.287  0.215
H2 2.017 -2.463 -0.428  0.239
H3 1.134 -3.699 0.489  0.218
H4 -0.706 -1.381 1.994  0.231
H5 -2.023 -1.767 0.862  0.213
H6 -1.044 -3.054 1.541  0.231
H7 0.212 -2.541 -2.273  0.137
H8 -1.504 0.217 0.332  0.419
H9 -0.752 1.865 -1.762  0.224
H10 -2.339 2.643 -0.066  0.230
H11 -0.954 3.754 -0.041  0.234
H12 0.221 2.296 1.916  0.173
H13 2.483 2.649 -1.646  0.501

Largest force on an atom ... 0.0146 Eh/bohr
Energy above the lowest of the compared OMol25 structures with the same formula, charge and spin ... 0.0 kcal per mole
Kohn-Sham gap ... 0.3598 Ha
HOMO level ... -9.18 eV
LUMO energy ... 0.611 eV

A 6-piece molecular cluster, C20H30BF5O19P overall, computed with ωB97M-V/def2-TZVPD.

Each line ends with the Mulliken charge.
Atoms and positions in Å:
C1 -1.259 0.685 0.589  -0.827
C2 -0.588 1.729 1.483  0.695
P1 -0.193 1.209 3.271  0.177
O1 -1.148 -0.241 3.232  -0.757
O2 1.244 0.293 2.705  0.210
C3 2.337 0.805 3.403  -0.904
C4 2.238 2.306 3.172  0.199
B1 2.645 2.764 1.711  0.487
C5 2.856 1.801 0.476  -0.868
O3 2.786 4.143 1.474  -0.662
O4 0.869 2.635 3.354  -0.640
H1 -2.140 0.249 1.051  0.354
H2 -0.553 -0.103 0.306  0.012
H3 -1.581 1.150 -0.354  0.049
H4 -1.263 2.585 1.573  0.445
H5 0.291 2.091 0.961  -1.077
H6 -1.326 1.950 3.763  -0.044
H7 0.162 0.909 4.629  0.118
H8 -0.580 -0.924 2.878  0.226
H9 3.299 0.383 3.088  0.276
H10 2.279 0.631 4.490  0.446
H11 2.876 2.872 3.874  0.150
H12 1.850 1.606 0.093  0.239
H13 3.267 0.828 0.747  0.271
H14 3.445 2.258 -0.324  0.241
H15 1.908 4.500 1.333  0.336
C6 2.726 -4.562 2.010  -0.386
C7 2.468 -3.275 2.768  0.238
O5 1.348 -2.742 2.081  0.072
C8 0.660 -3.780 1.550  0.436
O6 -0.446 -3.712 1.124  -0.482
O7 1.410 -4.907 1.561  -0.384
F1 3.505 -2.416 2.683  -0.258
H16 3.375 -4.379 1.152  0.230
H17 3.136 -5.359 2.623  0.314
H18 2.205 -3.408 3.818  0.243
C9 -2.914 -5.551 0.491  -0.034
C10 -4.349 -5.109 0.687  0.312
O8 -5.080 -6.279 0.349  -0.327
C11 -4.280 -7.357 0.581  0.653
O9 -4.658 -8.480 0.621  -0.526
O10 -3.005 -6.959 0.769  -0.329
F2 -4.710 -4.108 -0.147  -0.272
H19 -2.600 -5.404 -0.542  0.187
H20 -2.208 -5.067 1.154  0.042
H21 -4.599 -4.819 1.708  0.298
C12 1.581 4.247 -1.807  -0.575
C13 0.782 5.068 -2.797  0.249
O11 -0.520 4.540 -2.645  -0.278
C14 -0.632 4.039 -1.369  0.468
O12 -1.652 3.748 -0.850  -0.461
O13 0.598 3.950 -0.813  -0.068
F3 1.191 4.885 -4.077  -0.313
H22 1.933 3.320 -2.262  0.278
H23 2.419 4.777 -1.363  0.344
H24 0.760 6.139 -2.589  0.281
C15 2.217 -1.541 -1.241  0.771
C16 3.694 -1.844 -1.358  0.373
O14 3.719 -2.868 -2.336  -0.358
C17 2.619 -2.715 -3.133  0.554
O15 2.467 -3.253 -4.176  -0.526
O16 1.750 -1.855 -2.561  -0.346
F4 4.226 -2.322 -0.206  -0.222
H25 1.731 -2.194 -0.517  -0.361
H26 2.002 -0.507 -0.987  -0.213
H27 4.305 -1.008 -1.702  0.224
C18 -3.339 3.199 -3.497  -0.013
C19 -4.584 4.047 -3.627  0.293
O17 -4.889 3.937 -5.006  -0.343
C20 -4.386 2.749 -5.453  0.622
O18 -4.667 2.251 -6.491  -0.523
O19 -3.541 2.230 -4.540  -0.353
F5 -4.366 5.351 -3.325  -0.277
H28 -2.444 3.778 -3.709  0.077
H29 -3.239 2.715 -2.531  0.240
H30 -5.438 3.695 -3.047  0.277

Largest force on an atom ... 0.0156 Eh/bohr
Total charge ... -1
Kohn-Sham gap ... 0.2461 Ha
HOMO level ... -4.66 eV
LUMO energy ... 2.037 eV

CH13NO4 as an isolated structure in a non-equilibrium geometry, computed with ωB97M-V/def2-TZVPD.

Each line ends with the Mulliken spin population.
Atoms and positions in Å:
H1 0.556 0.223 0.950  0.420
O1 0.920 0.980 0.202  -1.241
N1 0.084 -0.763 1.715  1.048
H2 1.677 1.431 0.594  0.441
H3 -0.911 -0.575 1.761  -0.301
H4 0.505 -0.780 2.645  -0.697
C1 0.379 -2.022 0.997  1.635
H5 0.514 -1.834 -0.064  0.005
H6 1.323 -2.391 1.362  -0.776
H7 -0.409 -2.767 1.134  -0.191
O2 -0.045 3.467 -0.955  0.200
H8 -0.391 2.617 -0.643  0.074
H9 0.865 3.424 -0.624  -0.027
O3 0.187 -0.101 -2.031  0.092
H10 0.641 0.324 -2.770  -0.011
H11 0.623 0.361 -1.250  0.274
O4 -2.231 -0.540 -0.604  0.057
H12 -1.442 -0.784 -1.123  0.015
H13 -2.845 -0.270 -1.296  -0.018

⟨S²⟩ ... 0.750
Multiplicity ... 2
Largest force on an atom ... 0.0219 Eh/bohr
Energy above the lowest of the compared OMol25 structures with the same formula, charge and spin ... 0.0 kcal per mole
Total charge ... -1
Kohn-Sham gap (spin up / spin down) ... 0.1035 / 0.3607 Ha
HOMO level (spin up / spin down) ... 0.91 / -6.27 eV
LUMO energy (spin up / spin down) ... 3.730 / 3.549 eV

C13H26I2NOP2Rh as an isolated structure in a non-equilibrium geometry, computed with ωB97M-V/def2-TZVPD.

Each line ends with the Mulliken spin population.
Atoms and positions in Å:
I1 1.600 1.607 -2.732  0.922
I2 -0.346 -2.295 0.558  0.483
Rh1 0.582 -0.376 -1.189  0.923
P1 -1.615 0.610 -1.365  0.001
C1 -1.993 1.969 -0.238  0.041
C2 -1.932 1.375 -2.989  0.009
H1 -3.011 1.595 -3.070  0.000
H2 -3.914 -0.095 -1.520  0.003
H3 -1.635 0.672 -3.769  -0.001
H4 -2.772 -1.442 -1.848  0.003
H5 -1.218 2.717 -0.258  0.001
H6 -1.346 2.296 -3.090  0.007
C3 -2.974 -0.578 -1.203  0.018
H7 -2.982 2.325 -0.297  0.002
H8 -3.064 -0.920 -0.157  -0.004
H9 -1.968 1.605 0.756  -0.010
P2 2.600 -1.552 -1.329  -0.027
C4 3.855 -1.080 -0.088  -0.002
C5 2.443 -3.367 -1.147  0.021
H10 2.720 -1.565 -3.730  -0.005
H11 4.257 -2.159 -3.004  0.003
H12 3.874 -0.393 -3.037  0.007
C6 3.453 -1.403 -2.930  0.013
H13 1.637 -3.715 -1.807  -0.004
H14 3.390 -3.859 -1.437  0.002
H15 4.784 -1.673 -0.215  0.004
H16 3.455 -1.251 0.922  0.001
H17 2.190 -3.630 -0.108  -0.003
H18 4.089 -0.012 -0.209  -0.003
C7 1.176 0.661 0.220  0.127
O1 1.617 1.247 1.115  -0.001
C8 -1.244 -1.332 3.003  -0.022
C9 -1.849 -0.558 1.855  0.321
C10 -2.594 0.490 2.603  0.338
C11 -1.647 1.366 2.945  -0.020
C12 -0.576 1.589 2.174  0.459
C13 0.016 2.908 2.051  0.003
N1 -0.962 0.168 1.153  0.325
H19 -1.508 -0.932 4.011  0.014
H20 -0.206 -1.170 3.001  0.002
H21 -1.501 -2.394 3.097  0.010
H22 -3.448 0.272 3.229  -0.006
H23 -1.764 2.122 3.726  -0.001
H24 0.042 3.325 3.105  0.009
H25 -0.684 3.574 1.551  0.024
H26 0.973 3.255 1.689  0.014

⟨S²⟩ ... 6.074
Multiplicity ... 5
Largest force on an atom ... 0.0986 Eh/bohr
Energy above the lowest of the compared OMol25 structures with the same formula, charge and spin ... 163.5 kcal per mole
Total charge ... +2
Kohn-Sham gap (spin up / spin down) ... 0.2389 / 0.1838 Ha
HOMO level (spin up / spin down) ... -14.28 / -14.88 eV
LUMO energy (spin up / spin down) ... -7.781 / -9.883 eV

A 10-piece molecular cluster, C27H33Cl18FNO5P overall in a non-equilibrium geometry, computed with ωB97M-V/def2-TZVPD.

Each line ends with the Mulliken charge.
Atoms and positions in Å:
C1 -4.002 -1.432 3.186  -1.744
C2 -4.412 -2.180 1.940  0.220
C3 -5.269 -3.274 2.012  -0.602
C4 -5.586 -3.956 0.844  -0.961
C5 -5.066 -3.551 -0.373  -0.478
C6 -4.221 -2.451 -0.479  0.688
C7 -3.651 -2.037 -1.829  -2.009
C8 -2.393 -1.208 -1.650  -0.269
C9 -1.175 -1.892 -1.588  0.034
N1 -1.084 -3.293 -1.682  -0.205
C10 0.024 -1.194 -1.398  -1.079
C11 -0.044 0.169 -1.224  0.451
C12 -1.244 0.874 -1.283  0.366
C13 -2.448 0.191 -1.520  1.348
P1 -4.000 1.149 -1.583  1.151
O1 -4.083 2.058 -2.714  -0.749
O2 -5.302 0.201 -1.592  -0.580
O3 -4.063 1.937 -0.158  -0.447
C14 -1.130 2.367 -1.073  0.173
O4 -1.823 3.200 -1.589  -0.493
C15 -0.020 2.802 -0.165  -0.847
C16 1.105 2.108 -0.126  0.265
F1 2.150 2.457 0.619  -0.302
C17 1.241 0.877 -0.949  -0.078
O5 2.308 0.467 -1.343  -0.686
C18 -3.911 -1.779 0.702  0.439
H1 -4.830 -1.332 3.885  0.408
H2 -3.181 -1.945 3.691  0.332
H3 -3.627 -0.439 2.933  0.302
H4 -5.650 -3.597 2.972  0.454
H5 -6.245 -4.813 0.902  0.400
H6 -5.308 -4.112 -1.269  0.551
H7 -3.359 -2.960 -2.332  0.237
H8 -4.383 -1.564 -2.472  0.729
H9 -0.107 -3.546 -1.661  0.220
H10 -1.548 -3.663 -2.502  0.198
H11 0.971 -1.713 -1.349  0.496
H12 -5.763 0.149 -0.747  0.330
H13 -4.461 1.315 0.469  0.326
H14 -0.100 3.691 0.450  0.536
H15 -3.236 -0.930 0.720  0.561
Cl1 2.339 1.926 4.914  -0.196
C19 2.875 3.064 3.672  1.329
Cl2 2.155 4.666 3.900  -0.197
H16 3.959 3.146 3.694  -0.471
H17 2.565 2.681 2.708  -0.400
Cl3 5.853 2.856 2.551  -0.115
C20 7.120 2.817 3.784  -0.264
Cl4 6.476 3.226 5.382  -0.172
H18 7.538 1.822 3.820  0.221
H19 7.884 3.538 3.518  0.307
Cl5 -1.593 2.528 4.907  -0.077
C21 -0.811 3.652 6.025  -0.168
Cl6 -1.801 3.947 7.460  -0.176
H20 0.137 3.228 6.334  0.166
H21 -0.650 4.593 5.512  0.253
Cl7 -3.804 -5.900 -3.104  -0.158
C22 -3.205 -6.908 -1.772  -0.347
Cl8 -2.441 -5.937 -0.514  -0.104
H22 -4.041 -7.447 -1.342  0.277
H23 -2.475 -7.602 -2.170  0.348
Cl9 5.340 1.719 -3.960  -0.186
C23 4.941 0.354 -2.913  0.556
Cl10 6.273 -0.037 -1.809  -0.186
H24 4.068 0.607 -2.321  -0.310
H25 4.740 -0.514 -3.528  0.206
Cl11 -0.584 1.426 -5.303  -0.130
C24 -0.028 -0.242 -5.421  -0.502
Cl12 -0.409 -1.132 -3.920  0.127
H26 -0.522 -0.721 -6.259  0.349
H27 1.047 -0.248 -5.565  0.295
Cl13 6.515 -5.208 -2.176  -0.170
C25 6.171 -3.526 -2.591  -0.289
Cl14 4.550 -3.039 -2.077  -0.072
H28 6.893 -2.888 -2.096  0.215
H29 6.242 -3.412 -3.667  0.317
Cl15 8.581 3.359 0.687  -0.159
C26 9.010 1.671 0.374  0.289
Cl16 9.020 0.671 1.832  -0.163
H30 8.259 1.276 -0.300  -0.240
H31 9.999 1.636 -0.068  0.311
Cl17 -3.231 5.610 2.188  -0.163
C27 -3.810 5.327 0.538  0.271
Cl18 -4.940 6.582 0.018  -0.186
H32 -2.963 5.315 -0.137  0.123
H33 -4.315 4.369 0.518  -0.045

Largest force on an atom ... 0.0456 Eh/bohr
Kohn-Sham gap ... 0.2859 Ha
HOMO level ... -9.06 eV
LUMO energy ... -1.280 eV